No. 1
DFT (ωB97M-V/def2-TZVPD) results for a 10-piece molecular cluster, C30H72Cl3N9O9 overall at a distorted geometry.

Geometry as XYZ:
```
123
Properties=species:S:1:pos:R:3:forces:R:3
C -22.721 -21.503 7.461 1.7 0.5 1.3
Cl -23.687 -22.906 7.148 0.0 0.2 -0.1
Cl -21.117 -21.549 6.654 -0.7 -0.2 -0.3
Cl -22.257 -21.384 9.250 -0.8 0.0 -0.9
H -23.185 -20.563 7.180 -0.3 -0.1 0.0
C -20.470 -29.563 6.222 -0.6 -0.9 0.1
C -20.161 -28.700 4.992 1.8 -0.3 1.9
C -21.015 -27.441 4.915 -1.6 -0.3 -0.1
O -21.070 -26.739 6.132 1.0 -0.2 1.1
C -21.884 -25.594 6.189 -0.1 -0.2 0.0
N -18.686 -28.435 5.082 -1.5 -0.7 -1.1
H -21.551 -29.674 6.336 0.0 0.2 0.4
H -19.976 -29.278 7.154 -0.4 1.0 -0.1
H -20.082 -30.586 6.209 0.0 0.0 -1.0
H -20.260 -29.290 4.080 -0.5 0.1 0.0
H -22.042 -27.780 4.718 -0.1 0.0 -0.4
H -20.735 -26.773 4.091 0.3 0.0 0.0
H -21.742 -25.077 7.138 0.6 -0.1 0.0
H -22.949 -25.831 6.240 -0.1 -0.2 -0.7
H -21.621 -24.939 5.354 -0.4 0.3 0.0
H -18.530 -27.828 5.877 0.2 0.5 -0.5
H -18.569 -28.040 4.154 1.2 0.8 0.6
C -28.561 -22.156 11.067 1.0 1.5 -0.5
C -28.109 -22.257 9.568 0.0 -0.7 1.4
C -26.571 -22.345 9.363 -0.2 -0.8 -0.4
O -25.756 -21.271 9.745 0.2 0.2 -0.3
C -25.563 -21.114 11.154 -1.7 0.8 -0.3
N -28.760 -23.465 9.011 0.4 -0.1 0.1
H -28.110 -22.920 11.703 -0.7 -0.8 -0.4
H -29.642 -22.027 11.048 -0.1 -0.7 0.5
H -28.186 -21.283 11.614 -0.1 0.4 -0.6
H -28.599 -21.482 8.976 0.6 0.6 0.2
H -26.417 -22.569 8.305 0.0 0.6 -0.2
H -26.125 -23.243 9.813 -0.6 -0.3 0.5
H -26.205 -20.270 11.418 0.4 0.2 0.4
H -24.544 -20.845 11.419 0.2 -0.4 -0.2
H -26.006 -21.945 11.705 0.7 -0.3 0.1
H -28.536 -24.254 9.613 0.1 -0.1 -0.1
H -29.748 -23.306 9.184 -0.1 -0.2 -0.3
C -21.693 -20.468 0.883 0.6 0.9 1.3
O -22.011 -19.301 1.026 -0.5 -0.5 -0.8
N -21.136 -21.168 1.909 0.2 -1.0 -0.6
C -20.618 -22.492 1.693 -0.2 -1.6 -0.4
C -21.313 -20.816 3.271 -0.4 1.8 1.9
H -21.750 -21.080 -0.030 0.0 0.4 -0.2
H -21.375 -23.286 1.770 -0.2 0.2 0.7
H -19.814 -22.707 2.396 -0.1 0.1 0.1
H -20.250 -22.745 0.695 0.3 1.0 -0.2
H -22.036 -21.389 3.862 0.0 -0.6 -0.6
H -20.424 -20.772 3.903 0.4 -0.6 -0.6
H -21.668 -19.793 3.414 -0.2 0.1 -0.8
C -23.826 -17.949 12.780 -0.4 -0.8 0.7
O -24.977 -18.349 12.818 0.2 0.4 -0.3
N -23.052 -17.797 11.694 -0.5 0.2 0.2
C -21.659 -17.470 11.819 0.6 0.1 0.0
C -23.571 -17.943 10.353 1.1 -1.4 -0.7
H -23.266 -17.773 13.712 0.1 0.2 0.0
H -21.443 -16.582 11.221 0.3 -0.3 -0.3
H -21.053 -18.343 11.561 0.1 0.2 -0.5
H -21.304 -17.216 12.819 -0.7 0.0 0.3
H -23.394 -17.034 9.778 -0.8 0.2 0.0
H -22.997 -18.709 9.812 0.5 0.2 0.2
H -24.523 -18.466 10.303 -0.6 1.1 0.4
C -23.805 -17.067 6.407 0.0 0.4 0.0
O -23.836 -18.281 6.424 0.1 -0.3 -0.2
N -22.772 -16.290 6.822 -1.2 -0.9 0.8
C -22.954 -14.885 7.129 2.9 0.5 -1.0
C -21.510 -16.910 7.132 0.7 -0.1 1.0
H -24.628 -16.465 5.985 -0.1 0.0 0.3
H -22.100 -14.472 6.565 -0.7 0.8 -0.5
H -22.568 -14.571 8.104 -1.0 -0.7 0.6
H -23.884 -14.412 6.843 -0.1 -0.4 0.0
H -21.608 -17.984 7.286 -0.2 -0.1 -0.9
H -20.743 -16.634 6.406 -0.1 -0.3 -0.2
H -21.095 -16.654 8.115 -0.3 0.7 0.0
C -27.937 -21.848 4.280 0.3 2.4 -0.5
O -27.985 -22.072 3.087 -0.2 -1.1 0.2
N -26.967 -21.044 4.810 -0.4 0.0 0.4
C -26.955 -20.596 6.201 2.0 0.0 -0.3
C -25.804 -20.653 4.018 1.2 -1.5 0.7
H -28.761 -22.004 4.994 0.1 -0.6 0.0
H -26.675 -19.541 6.218 -0.6 0.2 0.0
H -26.054 -21.030 6.648 -0.1 -0.3 0.4
H -27.790 -20.817 6.858 -0.4 -0.1 -0.6
H -25.382 -19.677 4.253 -0.9 0.5 -0.5
H -24.930 -21.259 4.314 -0.2 -0.3 0.4
H -25.891 -20.977 2.986 -0.6 0.8 -0.2
C -25.459 -26.959 5.794 -0.3 0.9 0.2
O -24.842 -26.701 4.781 0.1 -0.3 -0.3
N -26.337 -26.073 6.353 -0.3 -0.9 -0.3
C -26.882 -26.170 7.686 0.4 1.6 1.3
C -26.534 -24.772 5.708 0.5 -0.4 0.1
H -25.300 -27.900 6.334 -0.3 0.0 0.3
H -26.755 -27.050 8.315 0.0 -0.6 -1.0
H -27.901 -25.787 7.765 -0.2 -0.5 -0.5
H -26.365 -25.414 8.300 0.2 0.1 0.0
H -25.746 -24.097 6.050 -0.2 0.3 0.0
H -26.427 -24.860 4.629 -0.1 -0.1 0.0
H -27.516 -24.385 5.968 0.0 0.0 0.1
C -18.130 -21.346 5.211 0.3 -0.6 -0.7
O -18.526 -22.400 4.742 -0.1 0.0 0.2
N -17.125 -20.632 4.657 -0.3 0.3 0.3
C -16.908 -19.275 5.119 0.8 0.0 0.3
C -16.495 -21.099 3.434 -0.5 0.0 -0.7
H -18.543 -20.921 6.136 0.0 0.2 0.0
H -17.458 -19.109 6.044 -0.2 0.0 -0.2
H -17.167 -18.523 4.372 -0.2 -0.1 0.0
H -15.860 -19.131 5.394 0.1 0.0 -0.2
H -15.942 -20.287 2.966 0.2 0.0 0.3
H -15.868 -21.982 3.543 0.2 0.1 0.5
H -17.250 -21.399 2.704 -0.2 0.1 0.1
C -17.542 -23.094 9.016 0.2 0.5 -0.4
O -17.353 -22.484 10.053 -0.3 -0.3 0.2
N -18.642 -23.773 8.641 0.4 -0.8 0.3
C -18.715 -24.398 7.319 -0.6 -0.5 0.5
C -19.689 -24.097 9.592 -0.8 0.7 -0.2
H -16.799 -23.072 8.202 0.1 0.0 0.0
H -17.962 -23.983 6.661 -0.4 0.3 -0.2
H -19.757 -24.324 7.018 0.2 0.8 -0.7
H -18.608 -25.489 7.262 0.5 -0.1 0.8
H -20.573 -23.462 9.438 0.1 -0.2 -0.4
H -20.000 -25.130 9.437 0.1 -0.1 0.3
H -19.424 -23.848 10.617 0.6 -0.4 -0.1
```
Positions in Å, forces in eV/Å.

Calculated values
* HOMO energy: -0.3258 Ha
* frontier orbital gap: 9.06 eV
* SMILES: COC[C@H](C)N.COC[C@H](C)N.ClC(Cl)Cl.CN(C)C=O.CN(C)C=O.CN(C)C=O.CN(C)C=O.CN(C)C=O.CN(C)C=O.CN(C)C=O


No. 2
DFT (ωB97M-V/def2-TZVPD) results for a 11-piece molecular cluster, C30H72Cl8F3N2O20P4 overall at a distorted geometry.

Geometry as XYZ:
```
139
Properties=species:S:1:pos:R:3:forces:R:3
C 0.766 0.952 -0.223 2.2 2.2 -2.2
O -0.463 1.616 -0.573 -0.8 -0.4 0.8
O 1.685 1.788 0.305 -0.7 -0.9 1.3
C 0.615 -0.446 0.377 -1.0 0.6 1.4
F 1.753 -1.139 0.379 -0.2 0.0 -0.4
F 0.217 -0.376 1.695 0.2 -0.2 -0.3
F -0.359 -1.171 -0.229 0.5 0.0 -0.2
C -1.427 1.829 0.455 -0.8 0.7 -1.0
C -2.579 2.608 -0.194 0.0 -0.2 -0.9
H -3.394 2.874 0.478 0.1 -0.1 0.2
H -2.256 3.511 -0.719 0.4 0.2 0.5
H -3.004 2.033 -1.023 -0.1 -0.2 0.3
H -1.073 2.464 1.269 0.5 -0.4 0.3
H -1.810 0.859 0.774 0.0 0.1 0.5
H 1.104 0.794 -1.266 0.0 -1.0 -0.2
C 2.599 4.625 -1.592 2.0 0.8 0.5
C 1.750 5.516 -0.718 -0.4 -0.3 -0.7
O 1.718 6.737 -0.801 0.1 -0.2 0.1
N 0.942 4.788 0.070 -0.9 0.0 1.7
C -0.079 5.382 0.924 -0.5 0.6 -0.8
H 2.840 3.679 -1.106 -0.9 -0.5 -0.5
H 3.603 5.067 -1.625 -0.1 0.4 -0.1
H 2.280 4.624 -2.631 -0.2 -0.4 0.2
H 1.032 3.780 0.177 0.5 -0.2 -0.5
H 0.139 6.411 1.202 0.5 -0.1 0.1
H -0.318 4.801 1.812 0.4 -0.2 0.0
H -1.003 5.466 0.342 -0.2 -0.1 0.1
C 5.159 3.375 1.066 0.0 0.3 -0.9
C 5.443 1.969 1.544 -0.5 0.5 0.5
O 6.546 1.546 1.844 0.2 0.1 -0.1
N 4.314 1.262 1.730 -0.4 -0.8 -0.1
C 4.342 -0.076 2.286 -0.2 -0.3 0.1
H 4.510 3.952 1.727 0.4 -0.1 0.5
H 4.564 3.384 0.149 0.2 -0.4 -0.1
H 6.097 3.875 0.837 -0.1 0.2 0.2
H 3.446 1.564 1.287 -0.1 -0.1 0.0
H 5.073 -0.748 1.836 0.2 0.3 -0.2
H 3.378 -0.558 2.135 -0.1 0.2 0.0
H 4.548 -0.061 3.360 0.1 0.1 0.0
C -3.095 -8.554 1.225 0.6 -0.1 0.4
O -2.754 -7.203 0.907 0.2 1.2 0.0
P -2.813 -6.090 2.073 -0.5 -0.5 -0.1
O -2.307 -6.540 3.384 -0.6 0.5 -0.8
O -2.058 -4.851 1.403 0.0 -1.0 -0.3
C -1.901 -3.654 2.149 -0.4 0.9 0.7
O -4.360 -5.681 2.046 0.7 0.1 0.8
C -4.979 -5.193 0.846 -0.4 -0.2 -0.1
H -2.142 -9.040 1.436 -0.2 -0.3 0.1
H -3.572 -9.045 0.380 0.0 0.3 -0.2
H -3.747 -8.608 2.097 0.0 0.0 0.0
H -2.149 -3.789 3.204 0.1 -0.2 0.0
H -2.571 -2.875 1.780 0.0 -0.2 -0.3
H -0.888 -3.261 2.093 0.1 -0.4 -0.3
H -6.002 -5.571 0.865 0.1 -0.1 -0.1
H -4.452 -5.583 -0.024 -0.1 0.2 -0.1
H -5.075 -4.108 0.832 0.4 0.0 0.1
C -5.199 0.504 1.842 0.2 -0.5 -0.4
O -4.758 -0.006 0.556 -0.5 -0.1 -0.3
P -5.724 -0.987 -0.247 0.4 -0.2 -1.2
O -6.374 -2.119 0.431 0.4 0.5 0.0
O -6.783 0.028 -0.894 0.1 0.4 0.5
C -7.938 -0.531 -1.510 -0.2 -0.7 -0.4
O -4.807 -1.454 -1.485 -0.6 0.4 1.7
C -3.813 -0.601 -2.045 0.5 0.2 -1.4
H -4.439 0.157 2.539 -0.4 0.0 0.3
H -6.193 0.096 2.015 0.1 0.1 0.6
H -5.231 1.591 1.861 0.0 0.0 -0.4
H -8.716 -0.811 -0.800 0.3 0.0 0.3
H -7.634 -1.423 -2.062 -0.2 0.0 -0.1
H -8.389 0.169 -2.211 0.4 0.3 0.1
H -4.044 -0.528 -3.109 0.0 0.1 0.0
H -2.830 -1.067 -1.989 -0.1 -0.2 0.3
H -3.732 0.415 -1.660 -0.5 -0.3 0.4
C 4.176 -5.543 5.665 0.6 0.9 0.7
O 3.897 -5.155 4.324 -0.6 0.6 -0.5
P 3.752 -3.568 3.980 0.7 -0.9 -0.2
O 3.662 -3.318 2.544 -0.2 -0.3 0.1
O 2.592 -2.983 4.870 0.9 0.0 0.8
C 1.268 -2.892 4.399 -0.8 0.1 -1.5
O 5.031 -2.967 4.708 -0.7 0.2 0.2
C 6.307 -3.159 4.151 1.8 -0.2 -0.6
H 5.184 -5.954 5.753 -0.1 -0.3 -0.4
H 3.454 -6.238 6.087 -0.2 0.0 -0.4
H 4.222 -4.641 6.281 -0.3 -0.2 0.3
H 0.639 -2.313 5.073 0.3 -0.3 0.4
H 0.871 -3.889 4.190 -0.2 0.1 0.3
H 1.234 -2.346 3.447 0.2 -0.1 0.1
H 6.832 -2.210 4.038 -0.3 0.2 0.2
H 6.382 -3.631 3.168 -0.9 0.1 -0.1
H 6.956 -3.795 4.760 -0.4 0.1 0.5
C 1.172 6.779 -5.187 -0.2 -0.2 -0.2
O -0.007 6.598 -4.391 -0.5 -0.3 0.7
P -1.164 5.636 -4.882 -0.8 0.6 -1.0
O -1.650 5.911 -6.249 0.6 -0.7 0.5
O -0.607 4.155 -4.655 -1.2 0.5 -0.3
C -0.331 3.705 -3.316 0.9 0.0 -0.1
O -2.321 5.894 -3.801 0.9 -0.2 0.6
C -3.643 5.467 -4.084 -0.8 -0.2 -1.3
H 2.057 6.424 -4.661 -0.2 0.0 0.3
H 1.261 7.846 -5.373 0.1 0.0 -0.1
H 1.074 6.215 -6.115 0.1 0.2 -0.1
H 0.752 3.592 -3.354 -0.2 -0.4 0.7
H -0.832 2.762 -3.103 0.0 0.0 -0.2
H -0.617 4.420 -2.544 0.1 0.1 -0.1
H -4.110 6.122 -4.822 0.1 0.4 0.2
H -4.290 5.419 -3.213 0.5 0.2 0.4
H -3.706 4.496 -4.584 0.5 -0.2 0.3
Cl 4.684 -0.474 -4.119 -0.2 -0.2 -0.4
C 3.623 0.150 -2.849 -0.3 0.6 0.7
C 4.487 0.605 -1.687 -0.2 -0.5 0.5
Cl 5.548 1.964 -2.152 0.0 -0.1 0.0
H 2.905 -0.618 -2.563 0.3 -0.2 0.2
H 3.012 0.982 -3.202 0.3 0.1 -0.4
H 5.080 -0.243 -1.342 0.4 0.2 -0.2
H 3.940 0.934 -0.803 -0.5 0.1 -0.4
Cl 0.665 1.302 5.476 -0.3 0.0 -0.4
C 1.622 1.514 3.971 1.2 -0.7 0.0
C 1.849 2.946 3.575 -0.9 -0.2 -0.2
Cl 2.622 3.750 4.955 0.2 0.6 -0.1
H 1.245 0.889 3.165 -0.4 0.3 0.1
H 2.598 1.104 4.233 0.0 -0.1 0.0
H 0.904 3.418 3.300 0.0 0.3 0.4
H 2.471 3.029 2.688 0.2 -0.2 0.2
Cl -2.197 -3.821 -2.228 0.3 0.1 0.2
C -0.561 -4.378 -1.793 0.9 -0.6 -0.3
C -0.577 -5.832 -1.350 -0.5 0.8 -0.1
Cl -0.742 -6.884 -2.766 0.0 -0.5 -0.4
H -0.062 -3.765 -1.043 -0.6 0.3 0.2
H 0.076 -4.334 -2.675 -0.2 0.3 -0.2
H -1.473 -5.993 -0.761 0.4 -0.3 0.4
H 0.362 -6.074 -0.861 -0.2 -0.1 0.2
Cl 0.913 -1.581 -4.488 -0.3 0.5 0.6
C 0.110 -0.007 -4.037 0.1 0.1 -1.7
C -0.766 0.415 -5.240 0.1 0.1 0.8
Cl -2.144 -0.667 -5.467 -0.4 -0.4 -0.1
H 0.903 0.736 -3.973 0.1 -0.1 0.2
H -0.407 -0.068 -3.083 -0.1 -0.3 -0.1
H -0.207 0.414 -6.171 0.2 0.0 0.1
H -1.209 1.400 -5.103 0.3 0.1 0.2
```
Positions in Å, forces in eV/Å.

Calculated values
* HOMO energy: -0.2369 Ha
* frontier orbital gap: 8.29 eV
* net charge: -1


What is the frontier orbital gap in the first record?
9.06 eV


What is the HOMO energy in the second record?
-0.2369 Ha


The lowest HOMO energy belongs to which entry?
C30H72Cl3N9O9